# C13H16F15O17S5Zr

A molecular structure, C13H16F15O17S5Zr (the ωB97M-V functional and the def2-TZVPD basis, the Open Molecules 2025 dataset).

Computed properties:
**Lowest unoccupied orbital energy**: 2.151 eV
**Frontier orbital gap**: 8.73 eV
**Electronic energy**: -5320.18092 hartree
**2S+1**: 1
**Charge**: -1
**Maximum force**: 6.0 eV Å⁻¹
**Molar mass**: 980.8 Da

```
67
Properties=species:S:1:pos:R:3:forces:R:3:nbo_charge:R:1
Zr -0.90375 -0.17369 0.77401 -1.43 -0.10 0.67 2.3564
S -4.39489 0.50618 0.20170 -0.67 -2.73 1.37 2.2931
S -2.34011 -2.61039 1.21232 -2.12 2.19 2.65 2.2981
S 1.63652 -1.38079 1.76950 -2.48 2.43 -2.28 2.3216
S 0.26325 2.31019 -0.33779 -3.51 -2.23 -1.43 2.2874
S -2.41939 0.58895 3.90168 -1.04 -3.77 2.18 2.3329
F -0.70115 -4.72180 0.60798 -1.59 0.07 -0.43 -0.3116
F -5.99820 2.35363 -0.71967 1.11 1.09 0.57 -0.3189
F 1.56024 -4.02891 2.57289 0.46 1.13 0.18 -0.2900
F -2.47705 3.21518 3.62404 -0.62 -0.28 1.11 -0.3328
F 0.80356 4.53870 1.00170 0.71 0.41 -0.88 -0.2771
F -3.86201 2.81820 -1.09714 -0.38 0.54 -0.10 -0.3127
F 2.78911 -2.57051 3.79432 -1.09 -0.94 -1.19 -0.3244
F -1.59489 -4.81805 2.49053 -1.16 -0.65 0.75 -0.2832
F -4.63739 3.12934 0.94351 -0.57 -0.79 -2.02 -0.3116
F -3.42915 2.57598 5.54682 2.20 -0.27 -1.07 -0.3046
F -1.13319 2.58417 5.18013 -1.95 -0.20 0.53 -0.3306
F -2.96292 -5.18535 0.66712 2.78 0.98 1.59 -0.3201
F 1.75786 2.73545 1.61575 0.98 0.64 -0.36 -0.2849
F 2.46447 3.67452 -0.30041 -0.75 0.60 1.38 -0.2996
F 0.62902 -2.55649 3.88438 0.20 -0.45 -0.43 -0.2668
O 0.74179 0.92605 -0.16296 5.45 -0.57 -2.54 -0.9911
O -3.82223 0.23238 3.90972 1.08 1.12 0.07 -0.9183
O -1.85871 0.65902 2.52745 0.38 1.26 0.61 -1.0094
O -0.10726 2.82313 -1.66160 1.56 -0.31 2.53 -0.8714
O -0.87453 1.93900 0.54229 -2.60 4.94 0.98 -0.9813
O 2.96438 -1.06858 1.35389 0.13 -0.55 1.26 -0.8743
O -4.98096 -0.38840 -0.79954 0.67 2.05 -0.05 -0.9436
O -1.60779 -0.28458 4.77099 -0.43 2.07 -0.97 -0.9554
O 0.71233 -0.28097 2.19843 2.43 1.21 3.99 -0.9717
O -0.97711 -0.20754 -1.59935 -0.69 -0.80 -2.38 -0.5768
O 0.72171 -1.68793 0.66401 0.67 -3.79 -2.89 -1.0177
O -1.44683 -1.86683 2.14370 -0.10 -1.81 1.61 -0.9816
O 3.22977 -0.26697 -1.92122 0.46 -0.07 0.98 -0.5353
O -3.73697 -2.35945 1.45473 1.03 -2.31 0.16 -0.8395
O -4.93167 0.28015 1.52438 0.15 1.32 -1.16 -0.9091
O -2.89767 0.36675 0.19126 -0.66 1.07 -0.68 -1.0371
O -1.91095 -1.94761 0.01504 0.80 -1.21 -4.54 -0.9879
C -2.39589 2.34807 4.67983 1.03 0.10 -1.90 0.7422
C 1.43438 3.47397 0.55146 -0.89 -2.15 0.07 0.7883
C 1.63497 -2.78916 3.06230 0.43 1.35 1.36 0.7841
C 4.17156 -1.36458 -1.77641 0.36 0.75 -0.84 -0.0577
C -0.88032 0.74778 -3.87521 -0.23 -0.80 0.27 -0.4304
C 5.35103 0.67708 -2.18124 0.28 1.37 0.14 -0.4378
C -1.87162 -4.50123 1.26133 -0.33 1.10 -1.91 0.7889
C 0.44558 0.17317 -3.39910 0.35 -0.53 0.55 -0.4212
C 0.00008 -0.92294 -2.36991 3.08 1.32 -0.10 -0.0932
C 3.90133 0.98665 -1.68449 1.48 -1.27 -1.06 -0.0593
C 5.57815 -0.81204 -2.25180 -2.21 -1.30 0.51 -0.4403
C -4.74019 2.38419 -0.20722 0.12 -2.29 1.36 0.7649
C -1.84352 0.27090 -2.68924 -0.30 1.45 -0.59 -0.0680
H 5.42690 1.15199 -3.15941 0.41 -0.14 -0.03 0.2043
H 5.72991 -1.20109 -3.25864 0.43 0.25 0.08 0.2056
H 6.25888 -1.26355 -1.53010 0.56 0.49 -0.36 0.2093
H -1.09160 0.35434 -4.86952 -0.61 -0.71 0.23 0.2000
H 6.05850 1.15014 -1.50020 0.16 0.13 -0.19 0.2054
H 1.04024 0.92932 -2.88651 -0.19 -0.15 0.29 0.2173
H 3.82281 -2.17853 -2.41199 -0.19 0.13 -0.09 0.1782
H -2.44358 1.12130 -2.36544 0.20 -0.22 0.46 0.2202
H 1.13086 -0.21407 -4.15312 -0.33 -0.20 -0.28 0.2059
H 4.29833 -1.79034 -0.78105 -0.58 0.54 0.38 0.1772
H -2.54093 -0.51470 -2.98000 0.26 -0.19 0.06 0.2028
H -0.88697 1.81309 -4.10583 0.08 0.17 0.89 0.2167
H -0.20207 -1.88889 -2.83270 -1.43 0.16 -0.04 0.1863
H 0.87329 -1.16842 -1.76547 -0.19 0.33 0.49 0.2397
H 3.97424 1.40397 -0.68018 -0.66 -0.72 0.47 0.1713
H 3.49844 1.77145 -2.32470 -0.51 -0.25 0.00 0.1801
```
Positions in Å, forces in eV/Å.


# C13H16F6N3O8S6W

A molecular structure, C13H16F6N3O8S6W (the ωB97M-V functional and the def2-TZVPD basis, the Open Molecules 2025 dataset).

Computed properties:
**Lowest unoccupied orbital energy**: -12.228 eV
**Frontier orbital gap**: 6.63 eV
**Electronic energy**: -4325.53770 hartree
**2S+1**: 1
**Charge**: +3
**Maximum force**: 1.9 eV Å⁻¹
**Molar mass**: 832.5 Da

```
53
Properties=species:S:1:pos:R:3:forces:R:3:nbo_charge:R:1
W -0.24208 -0.72625 -0.68253 1.73 -0.08 -0.89 1.7551
S -2.16842 -0.94021 0.94646 -0.29 0.22 0.98 0.3545
S 0.34111 -1.27770 -3.22489 0.15 0.32 -0.41 1.4705
S -3.59063 -3.13295 2.27362 -0.05 0.06 -0.04 0.5805
S -2.95441 -1.47333 -2.51631 -0.31 -0.66 -0.28 2.1974
S -1.12838 -4.92223 1.92061 -0.03 -0.17 0.01 0.6175
S 0.34056 -2.77517 0.57979 0.11 -0.46 0.02 0.3293
F -4.68173 -0.57114 -0.74284 0.02 0.03 0.00 -0.2842
F 1.64426 0.29303 -4.83838 -0.04 0.07 -0.05 -0.2650
F 1.26368 -1.71820 -5.55489 0.05 -0.01 -0.03 -0.2689
F -4.79594 0.31078 -2.71290 -0.05 0.03 -0.01 -0.2448
F 2.83331 -1.35930 -4.09939 0.03 -0.02 0.07 -0.2776
F -3.18474 0.86737 -1.37633 0.05 0.30 0.15 -0.3214
O -3.59484 -2.69843 -2.22112 0.01 -0.11 -0.01 -0.8296
O -0.60745 1.18029 -0.30575 -0.21 -0.48 -0.09 -0.6705
O 0.20397 0.14341 -2.58217 -0.11 -0.05 0.63 -0.8609
O -3.37503 -5.62309 3.16022 -0.07 -0.06 -0.04 -0.3343
O -2.58863 -1.00306 -3.79964 0.16 -0.07 0.13 -0.8211
O 1.71870 -0.25727 -0.07329 -0.08 -0.09 -0.22 -0.7093
O 0.32799 0.23260 2.05304 0.02 0.19 -0.28 -0.5192
O 1.03889 -1.91792 -1.98908 -0.40 -0.09 0.53 -0.8529
N 3.74084 -0.23775 0.90599 0.15 -0.05 -0.14 -0.2961
N -1.24392 3.15002 0.53310 -0.08 0.15 -0.14 -0.2682
N -1.54289 -1.45440 -1.55794 -1.72 0.72 -0.45 -0.8165
C -0.32164 1.48777 2.09281 0.00 0.00 0.13 -0.1626
C -1.49820 4.10610 1.62621 0.02 0.01 0.02 -0.4271
C -2.23279 -2.47541 1.50254 0.43 -0.39 -0.16 -0.3944
C 1.73662 0.23294 2.25655 0.02 0.02 0.12 -0.1626
C 2.45171 -0.11320 0.95815 -0.17 0.14 0.16 0.6830
C -1.63737 3.64852 -0.80436 -0.01 0.02 0.06 -0.4277
C 1.64805 -0.98293 -4.53451 0.58 0.00 -0.09 0.8160
C -2.84901 -4.76040 2.58303 0.16 0.02 0.12 0.2693
C -1.03357 -3.37088 1.31683 -0.23 0.59 0.02 -0.3612
C 4.43260 -0.56252 -0.35719 0.03 0.03 0.08 -0.4280
C -0.75386 1.97103 0.71382 0.15 0.06 0.05 0.6773
C -3.99942 -0.11287 -1.77562 0.00 -0.14 -0.06 0.7669
C 4.62933 -0.03498 2.05834 0.00 0.01 0.04 -0.4237
H 2.08279 1.20282 2.61781 0.01 0.02 0.03 0.2343
H 3.71447 -0.79583 -1.13258 -0.05 -0.02 0.00 0.2415
H 1.95660 -0.50641 3.02588 0.02 -0.05 0.01 0.2495
H 5.31029 0.78513 1.83673 0.01 0.00 -0.01 0.2507
H -1.48679 2.88982 -1.55979 0.02 -0.05 -0.01 0.2452
H -1.02764 4.52171 -1.02981 0.00 0.00 0.02 0.2526
H -1.19387 5.09348 1.28961 0.01 0.02 -0.02 0.2600
H -0.94761 3.86054 2.52736 0.00 -0.03 0.00 0.2252
H 5.03741 0.29238 -0.65578 0.00 0.01 0.02 0.2448
H 5.20887 -0.94223 2.21929 0.00 0.00 -0.01 0.2498
H -2.56604 4.11683 1.84056 -0.01 0.01 0.00 0.2522
H -2.68420 3.94471 -0.76541 0.00 -0.01 0.02 0.2484
H -1.21041 1.38943 2.71997 -0.03 0.01 0.04 0.2524
H 4.07773 0.19701 2.96384 0.00 0.00 -0.02 0.2188
H 5.08694 -1.41463 -0.18268 -0.01 0.00 0.02 0.2437
H 0.31477 2.24297 2.55300 0.03 0.04 0.01 0.2416
```
Positions in Å, forces in eV/Å.


# C13H16N2O5

A molecular structure, C13H16N2O5 (the ωB97M-V functional and the def2-TZVPD basis, the Open Molecules 2025 dataset).

Computed properties:
**Lowest unoccupied orbital energy**: 0.216 eV
**Frontier orbital gap**: 9.23 eV
**Electronic energy**: -990.49996 hartree
**2S+1**: 1
**Maximum force**: 7.4 eV Å⁻¹
**Molar mass**: 280.3 Da

```
36
Properties=species:S:1:pos:R:3:forces:R:3:nbo_charge:R:1
O 3.14183 3.51165 -0.32007 0.38 -1.05 0.62 -0.6423
O 4.76102 -0.91790 1.28399 -3.22 -0.05 -1.73 -0.5943
O 3.85725 -2.26784 -0.18547 -3.58 -0.70 -0.27 -0.6266
O 1.18791 2.55884 0.02097 1.69 -1.35 0.71 -0.6208
O 1.36565 -1.85207 -1.45763 3.89 -4.94 -3.94 -0.6280
N -1.12938 -2.59037 -0.13930 0.56 3.88 2.20 -0.8263
N 1.31723 -0.27166 0.02824 1.74 4.66 4.39 -0.6296
C -5.42686 -0.51644 0.96760 -4.42 1.70 2.69 -0.1886
C 2.76336 -0.09540 0.10706 1.10 1.70 -1.34 -0.1537
C -1.57548 -0.18161 0.14129 -3.23 -4.35 0.84 -0.4241
C -0.74602 -1.14601 -0.71731 -1.91 -2.97 -0.21 -0.1287
C -3.17197 -0.05170 0.01026 -1.93 0.41 -0.03 0.0217
C 0.79558 -1.09846 -0.80136 -6.39 2.48 2.58 0.6776
C 2.41979 2.43447 0.06800 -1.57 2.87 -1.74 0.7690
C -4.10945 -0.84775 0.84521 2.48 0.32 1.71 -0.2500
C -5.19689 1.33388 -0.57297 1.42 -3.24 2.31 -0.2391
C -3.82973 1.08833 -0.70086 3.76 -3.13 1.41 -0.2097
C 3.78860 -1.18452 0.53127 4.37 2.34 3.06 0.7548
C -6.04451 0.59508 0.30304 0.86 0.10 -0.42 -0.2210
C 3.28695 1.40558 0.46351 2.85 -5.67 0.45 -0.5624
H -0.99319 -2.27822 0.97773 -0.04 -2.31 -3.77 0.3470
H 2.99964 -0.05579 -0.95137 0.51 -0.32 -0.54 0.2193
H -1.51479 -0.54069 1.18269 0.73 1.03 -0.08 0.2112
H -1.19319 0.67832 -0.14697 1.61 4.87 -0.13 0.2081
H 0.84482 0.66009 0.25665 0.32 -1.93 -0.21 0.4510
H 3.68463 1.52550 1.45610 -0.94 0.01 1.22 0.3024
H 4.38682 1.35941 0.08568 -2.11 0.76 -0.51 0.2999
H 2.43092 4.09897 -0.15177 -0.86 2.54 -0.54 0.4912
H -1.08197 -0.99074 -1.74628 -0.18 -0.67 -0.12 0.2114
H -6.16140 -0.87600 2.05069 2.57 0.56 -3.77 0.2065
H -7.09216 0.93813 0.56943 1.52 -0.59 -0.57 0.2299
H -0.52345 -3.33470 -0.50068 0.12 0.55 0.66 0.3791
H -5.25286 2.19276 -1.06686 -2.46 3.74 -1.81 0.2162
H 2.86177 -2.31409 -0.42050 1.68 -0.97 -1.15 0.5037
H -3.06075 1.78451 -1.24301 -2.00 -1.18 0.81 0.2136
H -3.87931 -1.48743 1.82316 0.69 0.90 -2.81 0.2315
```
Positions in Å, forces in eV/Å.


> Look up the electronic energy of the second one.

-4325.53770 hartree


> What is the formula in the second record?

C13H16F6N3O8S6W


> Look up the maximum force of the third one.

7.4 eV Å⁻¹


> The lowest maximum force belongs to which entry?

C13H16F6N3O8S6W